Here is 2 unconnected molecules or ions with the total composition C8H16 at a distorted geometry from the OMol25 dataset. Energies are from wB97M-V/def2-TZVPD.

Element x y z (Å)
C -0.1000 2.0157 -1.5729
C -1.1453 -0.7219 -1.1915
H -1.4766 -1.7525 -0.9532
H -0.6015 -4.0223 0.2236
H 0.3810 2.9921 -1.5473
C -0.0848 -2.6847 1.7622
H -0.0171 -0.8027 0.5286
C -0.0805 1.9213 0.9279
H 2.3505 1.9736 -0.3527
H 0.9816 -2.8102 1.6581
H -1.5222 -0.2367 -2.0754
H 0.3880 2.9030 0.9708
H -2.0007 -3.3375 1.1891
H -0.4164 -2.1271 2.6241
H 2.1791 0.4288 0.4866
H -1.1772 2.1669 -1.5756
H -1.1604 2.0522 0.9627
C 1.8519 1.0062 -0.3758
C 0.3281 1.1905 -0.3587
C -0.9423 -3.3362 0.9827
H 2.1603 0.4807 -1.2776
H 0.2242 1.3542 1.8052
C -0.3064 -0.1717 -0.3438
H 0.1866 1.5182 -2.4969

Force components x, y, z for each atom (eV/Å):
0.08 -0.14 0.22
-0.41 -1.03 0.16
0.06 0.73 -0.44
0.07 0.09 -0.29
0.03 0.09 -0.02
-0.33 -0.79 0.08
-0.14 0.68 -0.70
0.02 -0.09 -0.19
0.07 0.10 0.02
0.16 0.14 -0.20
-0.08 0.05 -0.18
0.06 0.10 0.03
-0.19 0.22 -0.10
-0.10 0.27 -0.01
0.06 -0.06 0.09
-0.12 0.03 -0.05
-0.09 0.02 0.03
-0.21 0.03 -0.04
-0.02 0.15 -0.14
0.36 -0.28 0.71
0.06 -0.05 -0.07
0.03 -0.04 0.12
0.62 -0.19 1.09
0.00 -0.03 -0.13

The value obtained for the molar mass is 112.22 g mol⁻¹. Its energy is -314.3547 Ha. The value obtained for the orbital gap is 10.5 eV. Its highest occupied orbital energy is -9.56 eV. The SMILES is C=CC(C)(C)C.C=C. Its strongest force on any atom is 1.3 eV/A. As for the total charge: 0. The multiplicity is 1. The value obtained for the energy above the lowest of the compared OMol25 structures with the same formula, charge and spin is 104.6 kJ/mol.

Taken from the natural (NBO) analysis, the atomic charges in e are: -0.604 -0.421 0.205 0.196 0.208 -0.398 0.204 -0.591 0.205 0.197 0.197 0.205 0.196 0.197 0.205 0.210 0.211 -0.591 -0.113 -0.389 0.211 0.205 -0.157 0.210

***

Here is 10 unconnected molecules or ions with the total composition C52H76N12O3P at a distorted geometry from the OMol25 dataset. Energies are from wB97M-V/def2-TZVPD.

Element x y z (Å)
C 3.1905 -2.1979 -9.1771
H 1.6030 1.1302 -2.5465
C -2.9692 -2.4723 6.5508
N 5.1232 6.7996 5.9918
H 4.0345 0.4212 -7.3366
C -0.7872 -1.0488 -5.5752
P 0.4788 -4.1820 2.1625
H 5.7959 -4.1313 -0.8374
H 2.2093 -2.5014 -2.3222
C 5.1577 5.4785 5.6355
C 3.6661 3.2036 -3.9631
C -1.0134 0.3092 2.6571
C -4.7796 1.6142 3.5481
C 5.1308 6.9049 7.3569
H -0.8781 -1.7356 7.0599
N 2.5145 -1.0757 -7.3895
N -0.4926 -1.6755 1.2069
H 3.4391 5.1688 -1.5539
N 5.0663 3.8203 0.8146
N -6.8015 -0.9855 -3.9078
H 2.0439 -5.0501 3.4297
C -0.0407 -0.1924 -4.7260
H 3.2462 5.9124 0.8316
C 4.2935 3.0476 -2.7537
C -6.7271 1.2784 4.6211
C -7.9215 -1.5584 -4.4472
C -2.1427 -5.9602 0.5164
H 3.3812 -3.6086 -0.4053
H 1.5865 7.7530 1.2031
C -2.8932 -2.2841 -0.4669
C -7.5350 -2.3043 -5.5300
H -3.0031 -1.2594 -5.7437
C -3.7303 -2.4249 -1.8219
C 4.1885 -2.6817 -3.3430
H -4.5679 -6.5827 -0.7373
H -2.5362 -7.0160 0.4318
C 5.1620 5.6374 7.8782
H -0.7911 1.2870 -3.2254
C 6.8179 4.4413 2.0232
H 4.1304 2.5179 2.2226
H -3.0545 0.5182 -3.9779
H -6.7877 -0.3881 -3.0996
H 3.2430 -2.9292 -9.9682
H -5.1061 -0.1645 4.8729
C 1.7812 7.3192 0.2352
C 1.2472 7.5880 -0.9992
H 3.9249 3.7959 -4.8260
H -1.0693 -5.8941 0.1828
H -3.7700 1.4958 3.1855
H -1.3131 -3.7096 5.6893
N -2.1989 0.1479 -4.3554
O -0.3653 -2.3421 0.0355
C -2.4137 -3.5535 5.5436
H -2.3988 -3.6238 1.3229
H 3.7130 1.8045 -0.9821
C -0.1098 -2.3833 2.3473
H -5.4967 3.5055 2.5988
H -3.8234 -1.9451 6.0352
H 7.7348 4.9217 2.3267
H 5.0973 7.5729 5.3503
C -5.4776 0.7469 4.4295
C 1.8716 6.7166 -1.9290
N 2.7008 6.3158 0.0876
H -4.8144 -2.6249 -1.6382
H -8.1900 -2.8797 -6.1648
H -3.3175 -1.3599 0.0323
C 5.1794 4.7318 6.7858
H -3.3721 -2.9789 7.4729
C -3.0590 -4.9481 -0.3175
H 2.0249 -3.1182 0.8297
N 2.5379 2.4297 -3.9558
N -6.8091 2.4339 3.8939
C -6.1284 -2.1739 -5.6533
H 1.6873 6.6616 -2.9906
C -0.1668 -1.8301 3.6907
C 5.1526 -3.6608 -1.5638
H 1.0352 -0.1158 -4.6650
H -1.0006 2.3133 2.2151
H -2.5439 -3.2335 4.4650
H -5.2820 -4.8880 -0.7386
N 3.8401 -3.3963 -1.2739
H 5.1626 5.1853 4.5982
H 0.1107 -2.4089 4.5967
H 1.3684 -2.7637 -8.0161
C -0.6327 -0.4441 3.8706
H -2.2359 -0.9464 7.9229
C 4.0894 -1.1246 -8.9481
H 4.0282 -2.2514 -4.3196
H 4.9629 -0.8758 -9.5299
H 1.9776 -0.7977 -6.5873
O 1.1853 -4.6378 3.6431
H -7.5619 0.9359 5.2112
C -2.1140 -0.8198 -5.3210
H 1.8854 2.3466 -4.7177
H -5.4987 -2.6303 -6.4015
H -2.6242 -4.9110 -1.3468
C 6.1948 4.5968 0.8114
H 4.4157 3.7352 0.0503
C -1.9677 -0.1965 5.7995
C 2.2286 -2.1405 -8.2024
C -5.7034 -1.3523 -4.6409
C -0.9389 0.5327 -3.9829
H -2.9502 -4.5436 5.6187
H -3.2698 -3.2452 -2.4459
H -1.2978 -0.9333 -1.2792
C 2.7654 5.9466 -1.2299
H -4.7208 -0.9993 -4.3781
N 1.7602 -4.0995 0.9701
C 4.9594 3.1772 2.0194
H -4.8259 -5.6993 0.8160
C 2.4330 1.7876 -2.7519
H -2.3880 0.7627 6.2217
C 3.6450 -0.4485 -7.8416
H 0.4925 8.3290 -1.2117
H 5.1725 5.3876 8.9276
H 6.4559 5.1897 -0.0509
C -1.9163 -1.3247 6.9076
H -0.3952 -1.7552 -6.2904
H 5.2130 3.5273 -2.4537
H 5.1122 7.8700 7.8371
C -4.5179 -5.5692 -0.2643
C -3.0960 -3.5520 0.4490
H -1.2129 -2.6264 -1.8418
H 6.3397 -3.3032 -3.3616
C -5.6294 2.6436 3.2329
H -1.1900 0.2415 0.4685
H -8.8936 -1.3866 -4.0139
N -1.4826 1.6421 2.8166
H -1.2906 1.8863 3.7971
H -7.6133 3.0363 3.8512
H 2.5709 -4.6726 1.2220
C 6.0341 3.5402 2.7892
C 3.5105 2.1483 -1.9854
C -1.4063 -2.0014 -0.9217
H 5.2057 3.6542 6.8377
C -0.9079 -0.3702 1.3548
H 6.2353 3.1977 3.7924
O -0.6809 0.0520 5.1461
H -3.5601 -1.4768 -2.4017
C 5.3970 -3.2316 -2.8425
H -2.6860 -0.5004 4.9790
H -4.1338 -3.4590 0.8907
C 3.2472 -2.7945 -2.3530
H -2.1677 -5.7333 1.6226

Force components x, y, z for each atom (eV/Å):
-0.13 -0.10 0.02
0.09 -0.01 0.00
0.24 0.07 -0.53
0.02 -0.08 0.09
0.01 -0.06 -0.04
-0.09 -0.11 -0.04
-0.83 -1.57 -0.25
0.00 0.02 -0.07
0.04 -0.03 -0.04
-0.07 0.03 -0.11
-0.01 0.01 -0.07
0.87 -1.74 0.11
0.05 0.01 -0.09
-0.04 0.07 0.01
-0.97 0.42 -0.40
0.02 -0.01 -0.05
-0.03 1.22 4.09
-0.10 0.08 -0.08
-0.09 0.12 0.01
0.04 0.01 -0.01
-0.25 0.27 0.46
0.06 0.09 0.12
0.02 0.08 -0.08
0.08 0.07 -0.10
-0.10 0.02 0.07
-0.03 -0.02 0.05
-0.19 0.01 0.01
0.18 -0.05 -0.43
0.00 0.00 -0.07
-0.40 0.11 -0.32
-0.14 0.01 0.05
0.09 0.03 -0.05
1.25 0.17 0.22
-0.16 0.07 0.02
0.08 0.94 0.25
0.63 1.07 -0.22
0.00 0.12 0.09
0.01 0.03 -0.10
0.03 0.11 -0.11
0.07 0.02 0.01
0.08 0.06 -0.13
-0.05 -0.04 -0.10
-0.01 0.04 0.05
-0.08 0.03 -0.01
-0.04 -0.02 0.06
-0.05 0.05 0.14
0.02 -0.03 0.07
-1.06 -0.24 0.37
-0.16 0.07 0.00
-0.97 -0.12 0.07
0.10 -0.14 0.04
-0.26 0.24 -0.68
-0.10 0.06 -0.43
-0.42 0.41 -0.81
0.02 -0.08 -0.08
1.20 0.60 1.27
0.02 -0.05 0.05
0.56 -0.65 0.78
-0.05 -0.03 -0.02
0.04 -0.08 0.07
-0.10 -0.03 0.06
0.07 -0.12 -0.06
-0.05 0.04 -0.02
0.97 0.28 -0.20
0.04 0.04 0.04
0.59 -1.02 -0.19
-0.01 -0.04 -0.14
0.56 0.64 -0.89
-0.12 -1.17 1.75
0.30 -0.53 0.06
0.06 0.02 0.09
0.12 -0.12 -0.03
0.22 0.05 0.02
0.03 0.01 0.05
-1.05 2.27 -2.11
0.05 -0.02 -0.01
-0.04 -0.02 0.09
-0.33 -0.24 0.08
0.12 -0.17 1.11
0.75 -0.75 0.35
0.08 0.08 0.04
0.01 0.01 0.07
-0.04 0.34 -1.07
0.07 0.00 -0.04
0.36 -2.40 -1.47
0.46 0.05 -1.21
0.05 0.13 0.07
0.02 -0.03 0.04
-0.05 -0.01 0.03
0.02 -0.01 -0.12
0.12 1.11 -1.44
0.07 0.00 -0.02
-0.07 -0.02 -0.03
0.04 0.04 0.08
-0.05 0.02 0.03
-0.64 0.17 0.78
0.03 0.03 -0.05
0.09 -0.04 0.02
-1.38 -0.36 0.36
-0.04 -0.05 0.04
-0.08 0.00 0.02
0.01 0.09 0.13
0.62 1.08 0.11
-0.77 0.77 0.61
0.05 -1.09 0.49
0.07 -0.09 0.11
-0.07 -0.07 -0.01
-0.40 1.09 1.23
-0.06 -0.07 0.01
0.43 0.18 -1.06
-0.13 -0.02 -0.04
0.88 -0.85 -0.48
0.05 0.05 0.06
0.06 -0.03 0.02
0.01 0.03 -0.06
0.01 -0.03 0.06
-0.72 -0.54 0.25
-0.06 0.03 0.02
0.00 -0.06 -0.07
0.00 -0.07 0.00
0.00 0.38 -0.16
-0.46 -0.06 -0.53
0.31 0.43 1.27
-0.06 0.00 0.03
-0.05 0.09 -0.01
0.29 -0.95 0.67
0.05 -0.03 -0.05
1.25 -1.15 0.10
-0.28 0.17 -0.50
0.07 -0.06 0.01
-0.32 0.21 -0.16
-0.11 -0.14 0.03
-0.12 -0.04 0.13
-1.37 0.08 -1.38
0.01 0.06 0.00
-0.40 1.32 1.35
0.01 0.01 -0.06
-0.28 0.21 -1.31
-0.51 -0.83 0.45
0.09 -0.06 0.12
0.68 0.23 0.94
1.11 0.00 -0.41
-0.09 0.02 -0.01
-0.03 -0.10 -1.18

The value obtained for the molar mass is 948.24 g mol⁻¹. Its energy is -3250.7370 Ha. The value obtained for the orbital gap is 5.6 eV. Its highest occupied orbital energy is -9.50 eV. Its strongest force on any atom is 4.3 eV/A. As for the total charge: +1. The multiplicity is 1.

Atom charges from the Mulliken analysis, given in e for atoms 1 to 99: -0.575 0.550 -0.274 0.001 0.387 -0.660 0.214 0.364 0.503 -0.354 -0.893 0.253 -0.015 -0.487 0.351 0.189 0.565 0.283 0.188 -0.016 0.263 0.489 0.165 -0.303 -0.798 -0.491 -1.176 0.151 0.390 0.902 -0.675 0.344 -1.364 -0.364 0.412 0.438 -0.512 0.590 -0.687 0.497 0.267 0.216 0.392 0.337 -0.609 -0.436 0.504 0.217 0.369 0.186 0.127 -0.030 -0.502 -0.649 0.643 -0.413 0.388 0.007 0.432 0.194 -0.054 -0.668 0.123 0.361 0.398 0.380 -0.325 0.381 0.545 0.351 0.203 0.027 -0.369 0.405 -0.539 -0.386 0.341 0.260 -0.118 0.259 0.211 0.318 0.826 0.335 0.460 0.335 -0.545 0.597 0.392 0.203 -0.484 0.399 -0.740 0.243 0.462 0.288 -0.323 0.205 -0.071

***

Here is a molecular structure, C18H28FKN4O2SSi from the OMol25 dataset. Energies are from wB97M-V/def2-TZVPD.

Element x y z (Å)
F -0.2214 -0.9912 -1.3043
S 3.3055 -1.9708 2.8252
O 1.9025 3.0231 0.5684
H -3.7567 -0.7938 2.7811
C -3.6374 2.7613 0.9602
N 2.0255 4.2725 -1.3236
C 1.4600 -2.6206 4.6006
H 0.4254 0.2345 -2.7919
C 1.8198 4.3812 -2.6571
C 1.3827 3.3378 -3.3924
H -5.1464 -0.5883 -2.8642
C -1.8910 -1.4538 -2.8921
C 1.1563 2.1134 -2.6873
H -0.8380 2.3084 2.5225
C 2.2836 -3.2928 3.5141
H 1.2166 3.4291 -4.4540
Si -2.8390 1.1470 1.5246
H -4.0900 3.2921 1.8023
N 1.3626 1.9961 -1.3907
H 4.5332 -1.3589 4.7991
H 1.6906 5.6525 0.2193
C -3.7421 -0.1227 -1.3278
H 1.9942 -1.0708 6.0436
C -2.4170 -0.1893 -0.8156
C 2.4733 -1.8383 5.4375
N -1.9600 0.3216 0.3395
H 1.7144 -3.7222 2.6915
K 0.6666 0.4712 0.7989
H 2.6258 6.2550 -1.1724
O 2.3527 -1.0761 2.0962
H -1.1342 -1.9807 -3.4624
H -4.4840 0.3953 -0.7308
C 2.4543 5.4055 -0.5156
H 0.3652 1.1122 -4.2777
H 2.0225 5.3497 -3.0943
C -3.2050 -1.3527 -3.3440
C -1.5512 -0.8868 -1.6910
C -1.6052 1.6149 2.8816
H -3.5024 -1.7947 -4.2846
C -4.1165 -0.6799 -2.5389
H -1.1097 0.7261 3.2865
H -4.9531 -0.1846 1.6421
N 0.7233 1.0253 -3.3448
H -2.1139 2.1060 3.7150
H -4.4165 2.5921 0.2139
H 2.9813 -2.5216 6.1204
C 1.7654 3.0609 -0.6543
C 3.5023 -1.2194 4.4764
H 2.9646 -4.0472 3.9184
C -4.1846 0.1179 2.3572
H 0.9103 -3.3473 5.1981
H 0.7349 -1.9494 4.1383
H 3.3391 -0.1588 4.2883
H -2.8870 3.4160 0.5091
H 3.3699 5.1574 0.0170
H -4.6768 0.6703 3.1624

Force components x, y, z for each atom (eV/Å):
0.04 -0.07 -0.05
-0.03 0.00 0.00
-0.01 -0.02 -0.36
0.00 0.00 0.01
0.02 0.00 0.00
-0.04 -0.05 0.05
-0.01 0.01 0.00
-0.01 -0.01 0.00
-0.01 -0.08 0.01
0.06 0.06 0.04
-0.01 0.01 0.02
-0.03 0.00 -0.01
-0.12 -0.05 -0.03
0.00 0.00 -0.01
0.03 -0.04 0.00
0.00 -0.01 0.00
-0.02 -0.05 0.02
0.00 0.01 -0.01
0.05 0.07 -0.04
0.00 0.00 0.01
0.00 0.00 0.00
-0.01 0.02 0.04
0.00 0.00 0.00
0.02 0.01 0.02
0.01 0.00 0.02
-0.04 0.02 -0.05
0.00 0.01 0.00
0.08 -0.06 0.13
0.00 0.01 0.01
-0.01 0.04 -0.04
0.02 0.00 0.01
-0.02 -0.01 -0.02
0.00 -0.02 0.00
-0.01 0.00 -0.02
0.00 0.01 0.02
-0.01 0.01 0.03
-0.01 -0.02 -0.01
-0.04 0.00 0.00
0.01 0.00 0.00
0.01 0.00 -0.02
0.00 0.00 -0.01
0.00 0.00 0.00
0.06 0.02 0.01
0.01 0.01 0.00
0.00 0.00 0.00
0.00 0.00 0.00
0.05 0.17 0.21
-0.01 -0.01 0.01
-0.01 0.00 0.01
0.01 0.02 -0.01
0.00 0.00 0.00
0.01 0.00 0.00
0.00 0.00 0.00
-0.01 0.01 0.01
0.00 0.00 0.00
0.00 0.00 0.00

The value obtained for the molar mass is 450.70 g mol⁻¹. Its energy is -2459.7934 Ha. The value obtained for the orbital gap is 6.2 eV. Its highest occupied orbital energy is -5.97 eV. Its strongest force on any atom is 0.4 eV/A. As for the total charge: 0. The multiplicity is 1. The value obtained for the energy above the lowest of the compared OMol25 structures with the same formula, charge and spin is 25.8 kJ/mol.

Taken from the Mulliken analysis, the atomic charges in e are: -0.392 0.231 -0.695 0.282 -1.036 0.099 -0.362 0.135 0.062 -0.938 0.374 -0.403 0.815 0.275 -0.728 0.321 -0.130 0.326 -0.237 0.358 0.299 -0.048 0.315 0.181 -0.629 0.267 0.419 0.941 0.303 -0.530 0.453 0.218 -0.919 0.232 0.319 -0.390 0.042 -0.950 0.367 -0.969 0.105 0.309 -0.359 0.308 0.340 0.303 0.282 -0.560 0.369 -1.039 0.369 0.071 0.327 0.277 0.291 0.326